Record 1
Entry from OMol25: the molecule C3H9N3O at a distorted geometry (wB97M-V/def2-TZVPD).

The geometry in ORCA input format:
```
! wB97M-V def2-TZVPD RIJCOSX def2/J DEFGRID3
* xyz 0 1
C 1.393 -1.309 0.176
C 0.146 -1.153 -0.645
C -0.849 -0.257 -0.452
O -2.089 -0.513 -0.953
N -0.708 1.149 -0.127
N 0.509 1.681 -0.398
N -1.006 0.663 1.395
H 2.272 -1.311 -0.470
H 1.587 -0.522 0.905
H 1.387 -2.251 0.726
H -0.141 -2.017 -1.229
H -2.601 0.305 -0.914
H 0.475 2.465 -1.034
H 1.248 1.000 -0.611
H -1.504 1.485 1.734
H -0.122 0.584 1.896
*
```

- energy relative to the best compared isomer or geometry (same formula, charge and spin) (kcal/mol) = 102.45
- HOMO energy (eV) = -7.893
- Kohn-Sham gap (eV) = 8.903
- SMILES = C/C=C(/O)N(N)N

***

Record 2
Entry from OMol25: a cluster of 10 separate species, C4H28NO11 in total at a distorted geometry (wB97M-V/def2-TZVPD).

The geometry in ORCA input format:
```
! wB97M-V def2-TZVPD RIJCOSX def2/J DEFGRID3
* xyz 0 2
O -1.991 -1.279 -0.030
C -0.843 -1.814 -0.112
C 0.428 -1.100 -0.553
C 0.000 -0.842 -2.151
C 1.164 -1.180 -3.136
O -0.633 0.372 -2.299
N 0.486 0.200 0.241
H -0.844 -2.913 -0.186
H 1.252 -1.777 -0.196
H -0.703 -1.677 -2.458
H 2.038 -1.163 -2.489
H 1.068 -2.011 -3.848
H 1.134 -0.332 -3.877
H -0.036 1.077 -2.543
H -0.476 0.628 0.201
H 1.334 0.729 0.017
H 0.833 -0.033 1.186
H -2.269 -3.158 2.630
H -1.502 -3.893 3.660
O -1.357 -3.255 2.944
H -0.754 3.253 -4.152
H -2.122 2.317 -4.137
O -1.487 2.853 -3.673
H 4.270 3.472 0.713
H 4.554 2.316 -0.214
O 3.833 2.731 0.276
H -1.122 -1.355 2.642
H -0.229 -0.415 3.591
O -0.471 -0.637 2.686
H -3.975 -0.729 2.356
H -2.732 -0.356 1.432
O -3.116 -0.313 2.330
H -2.096 2.787 -0.081
H -2.157 1.800 -1.290
O -1.638 2.052 -0.517
H 0.093 2.403 -1.334
H 1.621 2.808 -1.310
O 1.008 2.082 -1.472
H 1.779 -2.126 2.344
H 3.081 -2.865 2.122
O 2.299 -2.563 1.649
H 2.565 1.804 2.434
H 1.333 1.164 3.212
O 1.793 1.223 2.373
*
```

- energy relative to the best compared isomer or geometry (same formula, charge and spin) (kcal/mol) = 73.59
- HOMO energy (alpha / beta) (eV) = -3.029 / -6.790
- Kohn-Sham gap (alpha / beta) (eV) = 2.979 / 6.691
- expectation value of S² = 0.7533

***

Record 3
Entry from OMol25: a structure of composition C16H41O10V at a distorted geometry (wB97M-V/def2-TZVPD).

The geometry in ORCA input format:
```
! wB97M-V def2-TZVPD RIJCOSX def2/J DEFGRID3
* xyz 0 1
O -0.203 2.615 -4.239
V -1.134 2.684 -2.981
O -2.048 3.956 -3.131
O -0.587 -1.289 -1.553
C -0.656 0.020 -1.222
O -0.864 0.302 -0.020
O -0.483 0.854 -2.147
H -0.728 -1.665 -0.669
C 3.848 -3.728 1.546
C 3.043 -2.445 1.589
C 1.724 -2.578 0.853
O 2.756 -2.126 2.977
H 4.811 -3.593 2.051
H 4.102 -4.047 0.533
H 3.274 -4.515 2.034
H 3.616 -1.599 1.195
H 1.344 -3.598 0.825
H 1.762 -2.182 -0.165
H 0.998 -1.931 1.361
H 3.543 -2.365 3.476
C -2.229 3.063 1.449
C -2.863 3.125 0.084
C -3.241 4.510 -0.339
O -1.929 2.543 -0.871
H -2.761 3.655 2.195
H -1.212 3.469 1.418
H -2.165 2.031 1.803
H -3.759 2.498 0.074
H -4.103 4.844 0.241
H -3.601 4.498 -1.372
H -2.429 5.232 -0.288
H -1.446 1.831 -0.392
C 3.269 -2.259 -4.406
C 2.489 -1.376 -3.477
C 3.346 -0.255 -2.874
O 1.425 -0.815 -4.274
H 2.661 -3.109 -4.718
H 4.214 -2.589 -3.979
H 3.481 -1.695 -5.317
H 2.011 -1.920 -2.653
H 2.770 0.629 -2.604
H 4.093 0.083 -3.601
H 3.912 -0.624 -2.014
H 0.793 -0.431 -3.656
C 2.230 3.021 2.758
C 1.824 1.720 2.116
C 0.819 0.950 2.945
O 1.225 2.043 0.839
H 1.345 3.633 2.946
H 2.871 3.600 2.090
H 2.776 2.833 3.682
H 2.712 1.105 1.926
H -0.078 1.540 3.139
H 1.218 0.527 3.869
H 0.490 0.058 2.396
H 0.634 1.306 0.626
C -3.323 -2.257 1.588
C -3.841 -1.748 0.252
C -5.320 -2.009 0.097
O -3.656 -0.331 0.157
H -3.699 -1.612 2.383
H -2.231 -2.279 1.601
H -3.674 -3.270 1.791
H -3.300 -2.255 -0.561
H -5.572 -3.040 0.342
H -5.706 -1.741 -0.885
H -5.856 -1.366 0.805
H -2.730 -0.138 0.354
*
```

- HOMO energy (eV) = -9.821
- Kohn-Sham gap (eV) = 7.550

***

Record 4
Entry from OMol25: the molecule C4H6N2O (wB97M-V/def2-TZVPD).

The geometry in ORCA input format:
```
! wB97M-V def2-TZVPD RIJCOSX def2/J DEFGRID3
* xyz 0 1
C 2.529 -0.368 -0.278
C 1.200 -1.011 -0.408
N 0.138 -0.608 -0.800
C -1.081 -0.177 -0.773
C -1.544 0.372 0.500
O -2.848 0.768 0.547
N -0.761 0.485 1.496
H 3.310 -1.001 -0.706
H 2.725 -0.296 0.797
H 2.572 0.636 -0.713
H -1.682 -0.210 -1.675
H -3.292 0.543 -0.280
H -1.266 0.868 2.294
*
```

- energy relative to the best compared isomer or geometry (same formula, charge and spin) (kcal/mol) = 67.48
- HOMO energy (eV) = -7.860
- Kohn-Sham gap (eV) = 8.410

***

Record 5
Entry from OMol25: a cluster of 7 separate species, C63H133N7O7 in total at a distorted geometry (wB97M-V/def2-TZVPD).

The geometry in ORCA input format:
```
! wB97M-V def2-TZVPD RIJCOSX def2/J DEFGRID3
* xyz 1 2
C 1.398 -1.878 -0.251
C 0.658 -0.642 -0.804
C 1.315 -0.422 -2.202
C 0.571 0.706 -3.000
C -0.863 0.498 -3.136
C -1.585 0.036 -1.761
N -0.801 -0.941 -1.016
O -1.447 -1.470 0.057
C -2.070 1.213 -0.953
C -2.847 -0.730 -2.312
C 0.968 0.637 0.089
H 2.471 -1.795 -0.080
H 1.194 -2.836 -0.730
H 0.944 -2.094 0.717
H 2.364 -0.137 -2.133
H 1.290 -1.363 -2.753
H 1.079 0.736 -3.963
H 0.690 1.671 -2.507
H -1.170 -0.160 -3.949
H -1.291 1.459 -3.421
H -2.174 0.860 0.073
H -1.425 2.088 -1.032
H -3.061 1.545 -1.264
H -2.545 -1.463 -3.060
H -3.373 -1.225 -1.496
H -3.524 -0.035 -2.808
H 2.052 0.751 0.102
H 0.736 0.477 1.142
H 0.526 1.595 -0.183
H -1.598 -2.378 -0.216
C 6.454 -3.971 0.711
C 5.531 -5.061 1.340
C 5.511 -6.228 0.407
C 6.815 -7.177 0.401
C 7.175 -7.521 1.838
C 7.074 -6.440 2.913
N 5.928 -5.534 2.649
O 5.833 -4.610 3.617
C 7.032 -7.129 4.331
C 8.514 -5.738 2.912
C 4.025 -4.680 1.359
H 6.982 -3.558 1.571
H 5.778 -3.243 0.264
H 7.212 -4.441 0.084
H 4.564 -6.760 0.493
H 5.486 -5.741 -0.567
H 7.648 -6.737 -0.147
H 6.696 -8.026 -0.272
H 8.193 -7.910 1.797
H 6.532 -8.327 2.192
H 7.841 -7.846 4.475
H 7.032 -6.373 5.117
H 6.037 -7.557 4.450
H 8.532 -4.717 3.294
H 9.151 -6.277 3.612
H 8.992 -5.911 1.948
H 3.975 -3.820 2.027
H 3.507 -5.489 1.874
H 3.657 -4.316 0.400
H 4.988 -4.708 4.062
C -0.176 -0.898 4.578
C 0.409 -0.011 5.691
C -0.199 1.463 5.707
C 0.052 2.285 7.017
C -0.472 1.393 8.159
C 0.069 -0.120 8.272
N 0.095 -0.826 6.923
O 0.801 -2.054 6.867
C 1.399 0.008 8.905
C -0.870 -0.947 9.192
C 1.931 0.166 5.416
H 0.474 -1.760 4.426
H -0.268 -0.213 3.734
H -1.130 -1.349 4.848
H 0.220 2.054 4.892
H -1.228 1.515 5.352
H -0.569 3.180 6.987
H 1.036 2.606 7.359
H -1.552 1.316 8.037
H -0.256 2.015 9.028
H 1.356 0.683 9.761
H 1.683 -1.003 9.194
H 1.999 0.489 8.133
H -0.396 -1.867 9.535
H -1.165 -0.264 9.988
H -1.634 -1.392 8.555
H 2.188 0.059 4.363
H 2.415 -0.647 5.957
H 2.545 0.940 5.875
H 1.706 -1.771 7.018
C -6.725 1.045 -3.722
C -7.319 2.003 -4.784
C -8.826 1.758 -4.732
C -9.610 2.774 -5.581
C -9.230 4.134 -5.086
C -7.649 4.538 -5.264
N -7.020 3.472 -4.508
O -5.691 3.725 -4.156
C -7.310 4.756 -6.714
C -7.513 5.908 -4.426
C -6.788 1.582 -6.239
H -5.685 1.271 -3.485
H -6.989 -0.003 -3.867
H -7.224 1.191 -2.765
H -8.954 0.772 -5.178
H -9.321 1.740 -3.760
H -10.696 2.718 -5.501
H -9.497 2.646 -6.657
H -9.485 4.297 -4.039
H -9.760 4.913 -5.633
H -8.050 5.403 -7.184
H -6.359 5.289 -6.691
H -7.252 3.852 -7.319
H -6.472 6.121 -4.182
H -7.880 6.756 -5.005
H -7.935 5.824 -3.425
H -7.556 1.816 -6.977
H -6.563 0.516 -6.195
H -5.848 2.096 -6.437
H -5.694 3.960 -3.225
C -1.563 5.442 0.907
C -1.121 6.674 0.095
C -0.276 7.585 1.016
C 1.183 7.185 0.958
C 1.727 7.186 -0.344
C 1.033 6.202 -1.305
N -0.407 6.344 -1.204
O -1.153 5.525 -2.051
C 1.373 6.560 -2.799
C 1.536 4.783 -1.086
C -2.483 7.436 -0.241
H -2.112 4.791 0.227
H -2.347 5.740 1.602
H -0.835 4.755 1.339
H -0.387 8.651 0.818
H -0.578 7.324 2.030
H 1.345 6.300 1.573
H 1.724 7.954 1.511
H 2.790 7.071 -0.133
H 1.735 8.184 -0.782
H 2.429 6.369 -2.990
H 0.823 5.990 -3.549
H 1.338 7.638 -2.956
H 2.520 4.829 -0.619
H 0.976 4.195 -0.359
H 1.442 4.203 -2.004
H -2.210 8.436 -0.576
H -3.146 7.552 0.616
H -3.013 6.839 -0.983
H -1.315 6.002 -2.869
C -5.580 -6.113 -1.049
C -6.176 -4.926 -0.105
C -7.347 -5.416 0.697
C -7.846 -4.482 1.835
C -6.669 -4.184 2.754
C -5.462 -3.580 1.941
N -5.093 -4.400 0.751
O -3.948 -4.097 0.018
C -5.618 -2.068 1.624
C -4.280 -3.746 2.852
C -6.647 -3.816 -1.143
H -5.196 -6.913 -0.416
H -4.809 -5.807 -1.756
H -6.379 -6.552 -1.647
H -8.237 -5.517 0.075
H -7.118 -6.358 1.197
H -8.697 -4.832 2.420
H -7.968 -3.554 1.278
H -6.349 -5.128 3.194
H -6.876 -3.959 3.800
H -4.809 -1.798 0.945
H -6.555 -1.910 1.089
H -5.593 -1.539 2.576
H -4.416 -3.174 3.769
H -4.207 -4.763 3.239
H -3.350 -3.350 2.443
H -7.457 -4.155 -1.789
H -5.799 -3.575 -1.784
H -6.987 -2.869 -0.725
H -3.308 -4.773 0.255
C 7.327 3.112 -2.230
C 7.459 1.502 -2.265
C 6.227 1.014 -1.491
C 6.105 -0.519 -1.570
C 6.058 -0.966 -3.028
C 7.188 -0.403 -3.946
N 7.395 1.056 -3.642
O 8.457 1.568 -4.355
C 8.377 -1.357 -3.753
C 6.633 -0.545 -5.484
C 8.579 1.072 -1.370
H 8.240 3.678 -2.412
H 7.144 3.319 -1.176
H 6.557 3.488 -2.905
H 6.418 1.262 -0.447
H 5.318 1.444 -1.912
H 5.287 -0.821 -0.916
H 6.894 -1.059 -1.047
H 5.039 -0.716 -3.323
H 6.058 -2.054 -2.966
H 8.228 -2.306 -4.269
H 9.302 -1.049 -4.240
H 8.517 -1.630 -2.707
H 6.711 -1.558 -5.881
H 5.570 -0.310 -5.526
H 7.094 0.206 -6.125
H 9.399 1.334 -2.039
H 8.706 0.075 -0.948
H 8.619 1.796 -0.556
H 8.098 2.193 -4.989
*
```

- energy relative to the best compared isomer or geometry (same formula, charge and spin) (kcal/mol) = 78.15
- HOMO energy (alpha / beta) (eV) = -9.140 / -9.140
- Kohn-Sham gap (alpha / beta) (eV) = 6.492 / 2.420
- expectation value of S² = 0.7543

***

Record 6
Entry from OMol25: the molecule C4H5NS2 at a distorted geometry (wB97M-V/def2-TZVPD).

The geometry in ORCA input format:
```
! wB97M-V def2-TZVPD RIJCOSX def2/J DEFGRID3
* xyz 0 1
S 2.825 -1.570 -0.949
C 1.556 -0.463 -0.922
C 0.213 -0.684 -0.295
C -1.107 -0.035 -0.809
N -0.292 0.552 0.298
C -0.579 1.044 1.579
S 0.254 0.515 2.958
H 1.731 0.624 -1.210
H 0.109 -1.662 0.176
H -1.253 0.493 -1.787
H -1.972 -0.626 -0.683
H -1.486 1.813 1.643
*
```

- energy relative to the best compared isomer or geometry (same formula, charge and spin) (kcal/mol) = 77.96
- HOMO energy (eV) = -8.827
- Kohn-Sham gap (eV) = 8.020
- SMILES = S=C[C@@H]1CN1C=S

***

Record 7
Entry from OMol25: a cluster of 11 separate species, C7H34O10 in total at a distorted geometry (wB97M-V/def2-TZVPD).

The geometry in ORCA input format:
```
! wB97M-V def2-TZVPD RIJCOSX def2/J DEFGRID3
* xyz 0 1
C -0.654 1.391 1.194
C -1.870 0.851 1.288
C -2.967 1.226 2.228
C -2.092 -0.227 0.250
C -2.281 -1.691 0.796
C -0.976 -2.485 0.539
C -0.671 -2.866 -0.907
H -0.346 2.240 1.796
H 0.123 0.979 0.563
H -2.769 1.139 3.291
H -3.928 0.807 1.944
H -3.134 2.306 2.100
H -3.008 -0.063 -0.336
H -1.295 -0.334 -0.470
H -2.996 -2.257 0.196
H -2.499 -1.689 1.851
H -0.971 -3.343 1.234
H -0.072 -2.014 0.945
H -0.754 -1.886 -1.364
H 0.379 -3.152 -0.960
H -1.262 -3.665 -1.349
O -1.900 0.345 -3.093
H -1.535 0.378 -2.199
H -1.152 0.496 -3.673
O -1.203 -0.974 3.329
H -1.293 -1.589 4.068
H -1.316 -0.138 3.802
O 1.580 0.582 2.969
H 2.457 0.380 3.295
H 1.682 0.679 2.015
O 4.057 0.945 0.199
H 4.226 1.289 1.082
H 3.115 0.988 -0.019
O 3.862 -2.449 -0.120
H 3.934 -1.508 -0.274
H 2.947 -2.734 -0.027
O 2.217 2.522 -0.680
H 2.865 2.918 -1.271
H 1.365 2.982 -0.605
O 1.208 -0.476 -1.200
H 1.742 0.323 -1.271
H 1.672 -1.238 -1.602
O -2.830 2.600 -1.787
H -2.613 1.795 -2.288
H -3.061 2.352 -0.886
O 2.566 -2.505 -2.475
H 1.822 -3.030 -2.784
H 3.100 -3.012 -1.843
O -0.327 2.728 -1.471
H -0.851 3.514 -1.291
H -0.461 2.218 -0.656
*
```

- energy relative to the best compared isomer or geometry (same formula, charge and spin) (kcal/mol) = 70.22
- HOMO energy (eV) = -9.371
- Kohn-Sham gap (eV) = 9.677
- SMILES = C=C(C)CCCC.O.O.O.O.O.O.O.O.O.O

***

Record 8
Entry from OMol25: a structure of composition C11H20CaN2O6P2 (wB97M-V/def2-TZVPD).

The geometry in ORCA input format:
```
! wB97M-V def2-TZVPD RIJCOSX def2/J DEFGRID3
* xyz 0 1
Ca -0.701 0.000 -0.258
C 1.547 -2.341 0.106
N 1.106 -1.558 -1.050
C 2.242 -0.854 -1.638
C 0.448 -2.431 -2.038
C -0.878 -2.993 -1.546
C -1.159 -4.324 -1.832
C -2.379 -4.874 -1.458
C -3.296 -4.077 -0.792
C -2.985 -2.751 -0.505
C -1.774 -2.142 -0.862
H 2.296 -3.089 -0.191
H 0.694 -2.861 0.540
H 1.982 -1.678 0.853
H 3.016 -1.553 -1.988
H 2.684 -0.185 -0.898
H 1.911 -0.258 -2.490
H 1.135 -3.242 -2.327
H 0.281 -1.828 -2.937
H -0.426 -4.938 -2.349
H -2.604 -5.910 -1.678
H -4.252 -4.493 -0.492
H -3.740 -2.172 0.025
N 1.305 4.250 0.742
C 0.308 3.291 1.383
C -0.382 3.954 2.564
P 1.373 1.801 1.809
O 1.617 1.934 3.390
O 2.637 2.095 1.078
O 0.575 0.554 1.570
P -0.892 2.838 0.060
O -1.362 4.309 -0.411
O -1.994 2.021 0.638
O -0.091 2.183 -1.026
H 1.634 4.937 1.418
H 0.918 4.742 -0.063
H 2.111 3.608 0.492
H 0.335 4.229 3.339
H -1.091 3.249 2.995
H -0.941 4.839 2.252
H 1.106 1.279 3.880
H -2.311 4.437 -0.303
*
```

- energy relative to the best compared isomer or geometry (same formula, charge and spin) (kcal/mol) = 0.00
- HOMO energy (eV) = -7.412
- Kohn-Sham gap (eV) = 7.402

***

no.,E_tot (Eh)
1,-359.08117
2,-1051.42568
3,-2330.65010
4,-340.68738
5,-3389.32778
6,-1006.42926
7,-1039.42920
8,-2352.73853